[1]
Computed, not measured: a cluster of 2 separate species, C15H28N2O5PS in total, with ωB97M-V with the def2-TZVPD basis set.

The geometry in ORCA input format:
```
! wB97M-V def2-TZVPD RIJCOSX def2/J DEFGRID3
* xyz -1 1
C 5.30 -2.06 0.29
C 5.18 -0.58 0.97
C 4.68 0.40 -0.21
C 3.19 0.96 0.08
C 2.10 0.48 -1.01
C 1.07 1.69 -1.27
C -0.08 1.24 -2.30
P -1.44 0.17 -1.57
C -0.89 -1.65 -1.66
C -1.05 -2.45 -0.26
O 0.25 -2.48 0.42
C -1.39 -4.00 -0.66
N -2.17 -4.69 0.42
C -2.03 0.68 0.12
C -3.52 0.96 0.48
C -4.05 1.34 1.87
N -3.17 1.46 2.97
C -1.79 1.24 2.69
C -1.08 0.86 1.38
H 4.35 -2.19 -0.33
H 5.33 -2.90 1.07
H 6.18 -2.10 -0.44
H 4.42 -0.66 1.83
H 6.16 -0.22 1.42
H 4.64 -0.19 -1.20
H 5.46 1.23 -0.35
H 2.85 0.66 1.14
H 3.25 2.10 0.06
H 1.53 -0.46 -0.66
H 2.66 0.29 -2.00
H 0.64 2.16 -0.32
H 1.68 2.51 -1.80
H -0.56 2.12 -2.88
H 0.45 0.60 -3.11
H -2.58 0.30 -2.45
H -1.56 -2.15 -2.45
H 0.20 -1.71 -1.99
H -1.85 -2.04 0.43
H 0.94 -2.71 -0.24
H -2.03 -4.07 -1.61
H -0.42 -4.57 -0.88
H -3.13 -4.28 0.36
H -1.76 -4.39 1.32
H -4.29 0.85 -0.36
H -5.17 1.52 1.99
H -1.09 1.37 3.59
H 0.05 0.71 1.30
O -3.88 4.64 0.36
S -5.10 4.93 1.16
O -5.78 6.12 0.61
O -4.71 5.19 2.57
O -6.02 3.76 1.11
*
```

Results
maximum force = 4.85 eV/Å
orbital gap = 0.10589 hartree
calculated total energy = -49342.6606 eV

---

[2]
Computed, not measured: the ion C6H8N with charge +1, with ωB97M-V with the def2-TZVPD basis set.

The geometry in ORCA input format:
```
! wB97M-V def2-TZVPD RIJCOSX def2/J DEFGRID3
* xyz 1 1
N -0.08 0.16 -3.26
C 0.15 -0.08 -1.99
C 0.25 -0.29 -0.79
C 1.21 -0.62 0.35
C 0.06 -0.29 1.01
C -0.52 0.87 1.72
C -1.08 -0.56 1.87
H -0.27 -0.48 -3.99
H 0.26 1.08 -3.43
H 1.74 -1.57 0.37
H 1.90 0.25 0.22
H -1.02 1.66 1.15
H 0.17 1.49 2.46
H -0.67 -1.02 2.80
H -2.09 -0.61 1.52
*
```

Results
maximum force = 4.17 eV/Å
orbital gap = 0.36596 hartree
calculated total energy = -7829.7978 eV

---

[3]
Computed, not measured: a structure of composition C20H30B2N2O20Sr, with ωB97M-V with the def2-TZVPD basis set.

The geometry in ORCA input format:
```
! wB97M-V def2-TZVPD RIJCOSX def2/J DEFGRID3
* xyz 0 1
Sr -0.02 0.32 0.57
O 5.92 3.33 -0.70
C 6.14 3.13 0.49
O 7.21 3.51 1.16
B 7.10 3.27 2.58
O 5.95 2.40 2.65
C 5.25 2.40 1.52
O 4.12 1.95 1.35
O 6.86 4.54 3.35
C 7.67 4.58 4.40
O 7.62 5.41 5.30
C 8.51 3.31 4.38
O 8.28 2.68 3.20
O 9.32 2.96 5.26
O -1.16 -4.71 -4.25
C -2.28 -4.38 -3.90
O -3.44 -4.83 -4.43
B -4.59 -4.15 -3.80
O -4.00 -3.28 -2.75
C -2.67 -3.36 -2.77
O -1.87 -2.77 -2.04
O -5.31 -3.27 -4.69
C -6.60 -3.56 -4.74
O -7.52 -2.94 -5.30
C -6.78 -4.84 -3.83
O -5.63 -5.11 -3.25
O -7.86 -5.31 -3.44
C -2.60 2.38 2.50
O -1.87 2.58 1.30
C -2.15 3.70 0.46
C -0.88 4.13 -0.34
N -0.68 3.05 -1.33
C 0.47 3.46 -2.10
C 0.84 2.32 -3.09
O 0.79 1.02 -2.50
C 0.92 0.05 -3.49
H -2.31 3.22 3.14
H -2.39 1.46 3.04
H -3.67 2.41 2.31
H -2.31 4.66 0.97
H -3.01 3.63 -0.21
H -0.05 4.11 0.37
H -0.99 5.11 -0.80
H -1.49 3.04 -1.94
H 1.34 3.65 -1.47
H 0.28 4.33 -2.73
H 1.86 2.45 -3.43
H 0.19 2.40 -3.97
H 1.16 -0.96 -3.17
H 1.83 0.16 -4.08
H 0.01 -0.07 -4.08
C 2.39 -2.73 -0.18
O 1.70 -2.23 0.90
C 1.52 -3.10 1.97
C 0.68 -2.51 3.17
N -0.56 -1.84 2.72
C -1.62 -2.81 2.41
C -2.87 -2.07 2.00
O -2.65 -1.07 1.06
C -3.78 -0.53 0.44
H 1.62 -3.26 -0.76
H 3.17 -3.41 0.17
H 2.87 -1.91 -0.71
H 2.55 -3.21 2.32
H 1.18 -4.09 1.68
H 1.32 -1.74 3.60
H 0.60 -3.20 4.01
H -0.90 -1.34 3.54
H -1.93 -3.52 3.17
H -1.41 -3.44 1.55
H -3.39 -1.63 2.85
H -3.62 -2.78 1.64
H -4.56 -1.26 0.24
H -3.52 -0.11 -0.53
H -4.31 0.21 1.04
*
```

Results
maximum force = 4.21 eV/Å
orbital gap = 0.24328 hartree
calculated total energy = -67352.1181 eV

---

[4]
Computed, not measured: an isolated molecule of C2H5BO2, with ωB97M-V with the def2-TZVPD basis set.

The geometry in ORCA input format:
```
! wB97M-V def2-TZVPD RIJCOSX def2/J DEFGRID3
* xyz 0 1
C 1.84 -0.12 -0.10
C 0.64 -0.70 0.18
B -0.75 -0.09 -0.01
O -1.99 -0.69 -0.10
O -0.88 1.30 0.00
H 2.91 -0.51 -0.09
H 1.93 0.79 -0.56
H 0.64 -1.68 0.57
H -2.70 -0.10 -0.19
H -1.64 1.79 0.31
*
```

Results
maximum force = 3.67 eV/Å
orbital gap = 0.38727 hartree
calculated total energy = -6927.8071 eV

---

[5]
Computed, not measured: a structure of composition C22H24Cl3FN7O5ReS, with ωB97M-V with the def2-TZVPD basis set.

The geometry in ORCA input format:
```
! wB97M-V def2-TZVPD RIJCOSX def2/J DEFGRID3
* xyz 3 2
Re -2.05 -3.60 0.75
F 3.31 0.62 0.12
C 2.02 0.98 0.04
C 1.08 0.01 0.10
C -0.29 0.31 -0.04
C -1.26 -0.74 0.00
O -0.88 -1.95 0.19
C -2.60 -0.37 -0.22
C -2.90 0.97 -0.40
N -2.02 1.96 -0.36
C -2.61 3.30 -0.53
C -2.14 4.56 0.12
C -2.04 4.39 -1.38
C -0.66 1.66 -0.21
C 0.33 2.65 -0.22
C 1.69 2.36 -0.12
N 2.65 3.35 -0.18
C 4.06 3.13 0.17
C 4.79 4.46 0.26
N 3.90 5.48 0.90
C 2.69 5.79 0.04
C 2.42 4.60 -0.88
C -3.72 -1.32 -0.38
O -4.78 -1.07 -0.86
O -3.46 -2.58 0.10
H 1.40 -1.02 0.22
H -3.93 1.24 -0.57
H -3.69 3.18 -0.58
H -1.26 4.55 0.75
H -2.93 5.20 0.50
H -1.08 4.23 -1.84
H -2.74 4.92 -2.00
H 0.04 3.68 -0.31
H 4.59 2.51 -0.56
H 4.12 2.62 1.13
H 5.07 4.87 -0.71
H 5.70 4.36 0.86
H 4.42 6.34 1.09
H 3.59 5.12 1.81
H 2.90 6.69 -0.52
H 1.86 5.98 0.72
H 3.07 4.65 -1.76
H 1.41 4.67 -1.26
C -0.14 -7.25 -2.58
C -1.18 -7.28 -1.52
N -1.84 -8.31 -1.11
N -2.65 -7.85 -0.12
C -2.53 -6.56 0.11
S -3.33 -5.49 1.22
N -1.59 -6.18 -0.78
N -1.17 -4.82 -0.84
H -0.16 -8.20 -3.10
H 0.85 -7.12 -2.15
H -0.33 -6.45 -3.30
H -3.27 -8.50 0.35
H -0.16 -4.79 -0.70
H -1.38 -4.47 -1.78
Cl -0.26 -2.99 5.19
C -0.39 -2.39 3.56
Cl -2.15 -2.19 3.15
Cl 0.38 -0.82 3.37
C 0.31 -3.41 2.61
O 1.47 -3.60 2.62
O -0.55 -4.06 1.83
*
```

Results
maximum force = 0.89 eV/Å
orbital gap (alpha / beta) = 0.24694 / 0.26022 hartree
⟨S²⟩ = 0.754
calculated total energy = -97096.6458 eV

---

[6]
Computed, not measured: a structure of composition C38H53AsN5O10P2Pb, with ωB97M-V with the def2-TZVPD basis set.

The geometry in ORCA input format:
```
! wB97M-V def2-TZVPD RIJCOSX def2/J DEFGRID3
* xyz 1 1
Pb -0.35 2.18 -0.91
O -2.37 5.97 0.03
C -2.02 4.81 -0.03
N -1.62 4.11 -1.11
C -0.94 4.94 -2.02
C 0.49 5.17 -1.66
C 1.05 6.41 -1.60
C 2.38 6.53 -1.28
C 3.11 5.39 -1.01
C 2.46 4.16 -0.99
N 1.15 4.11 -1.19
C -1.76 4.14 1.31
C -2.35 4.59 2.51
C -2.02 3.96 3.64
C -1.22 2.82 3.63
C -0.85 2.28 2.44
N -1.09 2.91 1.27
H -0.90 4.47 -3.04
H -1.34 5.98 -2.06
H 0.49 7.28 -1.94
H 2.92 7.52 -1.35
H 4.17 5.46 -0.99
H 2.97 3.24 -0.69
H -3.02 5.43 2.51
H -2.44 4.24 4.54
H -0.99 2.27 4.52
H -0.27 1.36 2.32
O 2.52 -0.02 2.06
P 2.33 0.21 0.54
O 3.75 -0.14 -0.02
O 1.85 1.56 0.16
O 1.30 -0.92 0.05
P 1.68 -2.48 0.25
O 3.05 -2.69 0.69
O 1.55 -2.98 -1.34
O 0.52 -3.04 0.99
H 1.71 0.07 2.56
H 3.93 -1.16 0.18
C 0.92 -1.68 7.17
C 0.75 -2.48 5.91
N -0.49 -2.22 5.23
C -1.44 -3.39 5.09
C -2.00 -3.79 6.49
C -0.49 -1.37 4.17
O 0.57 -0.91 3.76
C -1.75 -1.06 3.46
C -2.90 -0.59 4.00
C -3.88 -0.09 3.11
C -3.67 -0.15 1.74
N -2.56 -0.69 1.20
C -1.63 -1.08 2.04
H 1.93 -1.70 7.56
H 0.26 -2.01 8.03
H 0.82 -0.63 6.94
H 0.94 -3.55 6.02
H 1.58 -1.99 5.31
H -0.84 -4.19 4.72
H -2.24 -3.02 4.44
H -1.20 -3.66 7.17
H -2.40 -4.81 6.54
H -2.82 -3.20 6.98
H -3.02 -0.54 5.10
H -4.74 0.34 3.54
H -4.35 0.25 1.02
H -0.72 -1.50 1.72
C 0.33 -4.14 -4.69
C 0.76 -4.94 -3.45
As 0.35 -4.16 -1.75
C 0.32 -5.69 -0.66
C -0.74 -5.76 0.43
C -1.33 -3.32 -1.71
C -2.43 -4.23 -2.29
H 0.40 -4.63 -5.65
H 0.93 -3.28 -4.87
H -0.68 -3.80 -4.56
H 1.81 -5.08 -3.50
H 0.28 -5.92 -3.42
H 1.36 -5.74 -0.27
H 0.16 -6.47 -1.39
H -0.57 -5.06 1.23
H -0.86 -6.75 0.76
H -1.70 -5.53 0.00
H -1.19 -2.36 -2.26
H -1.39 -3.11 -0.62
H -2.44 -4.27 -3.40
H -3.39 -3.76 -2.07
H -2.46 -5.23 -1.85
C 0.69 4.86 -4.97
C 1.00 3.40 -4.72
C 0.01 2.45 -4.79
C 0.18 1.13 -4.38
C -1.00 0.23 -4.56
C 1.45 0.85 -3.83
C 1.57 -0.52 -3.19
O 1.01 -1.53 -3.57
C 2.46 1.79 -3.74
C 3.81 1.42 -3.29
C 2.26 3.06 -4.21
H 0.07 5.04 -5.82
H 1.65 5.39 -5.01
H 0.21 5.32 -4.09
H -0.95 2.69 -5.25
H -1.95 0.74 -4.90
H -1.31 -0.23 -3.63
H -0.83 -0.50 -5.34
H 2.28 -0.61 -2.37
H 4.27 0.78 -4.03
H 3.80 0.85 -2.32
H 4.33 2.36 -3.12
H 3.01 3.82 -4.29
*
```

Results
maximum force = 3.15 eV/Å
orbital gap = 0.31739 hartree
calculated total energy = -152857.4424 eV

---

[7]
Computed, not measured: an isolated molecule of C4H4IN, with ωB97M-V with the def2-TZVPD basis set.

The geometry in ORCA input format:
```
! wB97M-V def2-TZVPD RIJCOSX def2/J DEFGRID3
* xyz 0 1
C 1.03 1.62 1.61
C 0.15 -0.43 0.85
C 0.94 0.32 1.91
C 0.81 -1.53 0.04
N 1.22 2.75 1.41
I -0.43 -2.93 -0.90
H -0.71 -0.89 1.37
H -0.24 0.45 0.31
H 1.61 -0.30 2.37
H 1.63 -2.07 0.47
*
```

Results
maximum force = 3.92 eV/Å
orbital gap (alpha / beta) = 0.31745 / 0.26315 hartree
calculated total energy = -13799.1761 eV

---

[8]
Computed, not measured: an isolated molecule of C5H12N2, with ωB97M-V with the def2-TZVPD basis set.

The geometry in ORCA input format:
```
! wB97M-V def2-TZVPD RIJCOSX def2/J DEFGRID3
* xyz 0 1
C 1.02 -1.03 -2.09
C 0.37 -1.81 -1.17
C 0.07 -1.42 0.23
C 0.32 0.08 0.63
N 0.93 0.30 2.04
C -0.92 0.92 0.38
N -0.48 2.28 0.07
H 1.36 -0.04 -1.88
H 1.14 -1.31 -3.13
H -0.37 -2.41 -1.70
H -1.09 -1.63 0.50
H 0.52 -2.00 1.11
H 1.16 0.44 0.09
H 0.21 -0.07 2.69
H 0.72 1.29 2.20
H -1.62 0.79 1.26
H -1.53 0.45 -0.46
H -1.34 2.92 0.18
H -0.46 2.25 -0.93
*
```

Results
maximum force = 4.33 eV/Å
orbital gap = 0.37681 hartree
calculated total energy = -8357.5601 eV